# 1
Here is a cluster of 6 separate species, C46H45BNO12 in total from the OMol25 dataset. Energies are from ωB97M-V/def2-TZVPD.

Structure (XYZ):
```
105
Properties=species:S:1:pos:R:3:forces:R:3
C -0.796 -1.303 -1.773 0.112 -0.470 -0.428
C 0.274 -1.125 -2.869 -0.820 0.326 -0.197
C 0.925 0.252 -2.889 0.779 -0.168 0.601
C 1.893 0.307 -4.077 -0.938 -0.262 0.023
B 1.759 0.614 -1.511 0.104 -0.503 -0.299
O 1.415 1.973 -0.996 -0.232 0.182 -0.050
C 1.526 1.979 0.401 0.186 0.386 -0.238
C 0.230 2.554 1.043 -0.411 -0.378 -0.308
C -0.397 1.733 2.123 0.169 0.159 0.092
N 0.185 1.521 3.227 -0.123 0.030 0.328
C 1.944 0.523 0.775 -0.161 -0.153 -0.787
C 3.461 0.426 0.982 0.214 -0.186 0.621
C 3.821 0.105 2.455 0.167 -0.164 -0.260
C 4.118 -1.357 2.656 0.065 -0.174 0.116
C 3.231 -2.187 3.346 0.554 0.013 -0.386
C 3.513 -3.543 3.501 0.278 0.445 -0.223
C 4.689 -4.067 2.968 -0.095 -0.118 0.070
C 5.590 -3.254 2.284 -0.460 0.487 0.064
C 5.301 -1.903 2.130 -0.528 -0.144 0.389
O 1.492 -0.233 -0.317 -0.059 -0.074 -0.188
H -1.777 -1.453 -2.223 -0.214 0.182 -0.020
H -0.824 -0.456 -1.100 -0.001 0.062 0.164
H -0.599 -2.210 -1.206 0.062 0.035 0.341
H 1.018 -1.917 -2.826 0.280 -0.008 0.229
H -0.235 -1.266 -3.832 0.084 -0.129 -0.169
H 0.149 1.013 -3.020 -0.176 0.038 -0.047
H 2.560 -0.549 -4.016 0.376 0.036 0.076
H 1.330 0.192 -5.009 0.137 0.233 -0.237
H 2.459 1.231 -4.074 0.221 0.083 -0.156
H 2.978 0.473 -1.782 0.098 0.354 0.051
H 2.312 2.710 0.614 0.265 -0.191 0.545
H 0.425 3.546 1.439 0.099 0.159 0.130
H -0.485 2.664 0.230 -0.032 0.043 -0.125
H -1.384 1.304 1.939 -0.124 -0.095 -0.247
H -0.412 0.921 3.792 0.226 0.062 0.114
H 1.433 0.084 1.625 0.067 0.355 0.427
H 3.989 1.331 0.698 -0.116 0.221 -0.183
H 3.847 -0.361 0.343 -0.027 -0.136 -0.181
H 3.012 0.412 3.114 -0.098 0.098 0.088
H 4.706 0.667 2.747 0.126 0.109 0.080
H 2.328 -1.737 3.728 -0.177 -0.104 0.139
H 2.819 -4.166 4.041 -0.056 -0.213 0.037
H 4.900 -5.121 3.086 0.041 -0.105 0.037
H 6.498 -3.650 1.856 0.113 -0.176 0.024
H 5.974 -1.239 1.609 0.160 0.001 -0.140
C -4.581 3.209 0.473 0.022 0.075 0.048
C -5.253 4.143 1.141 0.063 -0.036 0.027
C -5.807 3.878 2.489 0.013 0.042 -0.013
O -6.426 4.725 3.100 -0.021 -0.012 0.007
C -5.584 2.528 3.070 -0.001 -0.051 -0.003
C -4.913 1.593 2.403 -0.035 0.018 0.047
C -4.358 1.861 1.049 0.078 0.021 -0.023
O -3.752 1.007 0.443 -0.057 -0.078 0.003
H -4.172 3.382 -0.514 0.001 -0.040 -0.010
H -5.430 5.131 0.735 -0.032 0.001 0.007
H -5.997 2.357 4.056 -0.007 0.036 0.003
H -4.738 0.603 2.805 0.028 -0.008 -0.029
C 6.127 -5.555 -2.797 0.061 -0.028 0.005
C 7.051 -6.401 -2.352 -0.025 0.028 -0.040
C 7.061 -6.861 -0.941 0.017 -0.018 0.034
O 7.907 -7.634 -0.538 -0.007 0.001 -0.014
C 6.000 -6.341 -0.046 -0.032 0.022 -0.015
C 5.074 -5.493 -0.486 -0.029 -0.019 0.043
C 5.060 -5.033 -1.901 0.009 -0.002 0.018
O 4.218 -4.271 -2.311 -0.034 -0.026 -0.034
H 6.100 -5.207 -3.822 -0.028 0.027 0.009
H 7.835 -6.794 -2.988 0.014 -0.017 0.027
H 6.026 -6.689 0.979 0.025 -0.004 -0.001
H 4.295 -5.100 0.155 0.006 0.062 -0.030
C 3.503 5.047 -4.212 -0.009 0.003 -0.026
C 2.655 4.134 -4.678 -0.012 0.031 0.032
C 2.801 3.576 -6.048 -0.013 -0.057 0.239
O 2.030 2.746 -6.468 -0.056 0.051 -0.266
C 3.936 4.069 -6.872 0.031 0.032 -0.019
C 4.781 4.983 -6.404 -0.018 -0.032 -0.040
C 4.629 5.545 -5.037 -0.023 -0.011 0.073
O 5.405 6.380 -4.617 0.008 0.022 -0.039
H 3.417 5.463 -3.217 0.025 -0.017 0.011
H 1.832 3.747 -4.088 0.028 -0.057 0.013
H 4.028 3.644 -7.863 -0.022 -0.024 0.006
H 5.613 5.360 -6.986 0.016 0.016 0.030
C -3.700 -1.835 7.006 0.032 0.027 -0.006
C -2.657 -1.184 6.498 -0.024 -0.013 0.047
C -2.294 -1.315 5.065 -0.009 -0.014 -0.092
O -1.348 -0.723 4.596 -0.070 -0.084 0.135
C -3.136 -2.197 4.218 -0.050 -0.043 -0.033
C -4.179 -2.848 4.727 0.021 0.029 -0.012
C -4.544 -2.718 6.161 -0.009 -0.017 -0.013
O -5.496 -3.308 6.625 -0.004 0.004 0.009
H -3.985 -1.756 8.047 -0.027 -0.021 -0.004
H -2.029 -0.534 7.094 0.023 0.006 -0.029
H -2.850 -2.275 3.176 0.036 0.027 0.010
H -4.807 -3.497 4.130 -0.016 -0.008 0.023
C -9.713 1.687 -2.853 0.025 0.037 -0.013
C -8.765 2.620 -2.825 -0.041 -0.026 -0.017
C -7.856 2.759 -1.660 0.039 -0.012 0.019
O -6.994 3.610 -1.632 -0.048 0.038 -0.055
C -8.044 1.816 -0.528 -0.021 -0.026 0.011
C -8.992 0.883 -0.556 0.032 0.026 0.015
C -9.902 0.745 -1.722 -0.006 -0.019 0.002
O -10.766 -0.104 -1.748 -0.012 0.006 0.002
H -10.386 1.568 -3.692 -0.012 -0.029 0.012
H -8.608 3.316 -3.639 0.031 0.012 0.014
H -7.370 1.933 0.312 0.012 0.019 -0.012
H -9.147 0.186 0.257 -0.019 -0.019 -0.017
```
Positions in Å, forces in eV/Å.

Computed properties:
* total charge: -1
* orbital gap: 3.556 eV

Löwdin population analysis, charges in e, atoms 1 to 99: -0.1039 -0.2503 -0.3053 -0.1208 -0.6955 -0.0267 -0.2813 -0.1010 -0.2447 0.1038 -0.2961 -0.1144 -0.1445 -0.2178 -0.0310 -0.0903 -0.1274 -0.1045 -0.0389 -0.0325 0.0517 0.0586 0.0598 0.1027 0.0911 0.1208 0.0681 0.0637 0.0453 0.1144 0.1299 0.1053 0.1057 0.0963 -0.0039 0.1187 0.1089 0.1099 0.0983 0.1065 0.1058 0.0910 0.0859 0.0915 0.1131 0.0150 0.0103 -0.3921 0.0951 0.0144 0.0167 -0.3970 0.1151 0.1290 0.1237 0.1184 0.1136 0.0218 0.0098 -0.3940 0.0874 0.0095 0.0256 -0.3796 0.1328 0.1208 0.1166 0.1157 0.1192 0.0224 0.0327 -0.3855 0.1107 0.0174 0.0093 -0.3926 0.0872 0.1227 0.1287 0.1172 0.1152 0.0169 0.0258 -0.3696 0.1023 0.0270 0.0180 -0.3906 0.0989 0.1197 0.1237 0.1301 0.1213 0.0191 0.0228 -0.3719 0.1090 0.0325 0.0257

***

# 2
Here is a structure of composition C46H45F5GeIrN6O9S3 from the OMol25 dataset. Energies are from ωB97M-V/def2-TZVPD.

Structure (XYZ):
```
116
Properties=species:S:1:pos:R:3:forces:R:3
Ir -0.685 0.541 -0.346 -0.415 -0.008 0.044
C 6.155 0.838 3.224 0.021 0.005 0.023
C 5.130 1.485 2.335 -0.026 0.020 -0.023
C 3.897 1.894 2.837 0.068 0.035 0.040
C 2.935 2.440 2.002 0.055 0.012 -0.027
C 3.195 2.577 0.646 -0.048 -0.034 0.046
C 4.436 2.218 0.134 -0.015 -0.086 -0.039
C 5.390 1.675 0.978 0.001 -0.007 -0.005
S 1.921 3.116 -0.469 0.165 -0.025 0.108
O 1.873 4.550 -0.471 0.020 0.006 0.072
O 2.242 2.460 -1.728 -0.015 -0.002 -0.019
N 0.578 2.439 0.070 -0.033 0.163 0.105
C -0.287 3.043 0.963 0.103 -0.174 -0.073
C -0.214 4.287 1.599 -0.024 -0.020 0.024
C -1.237 4.625 2.461 0.000 0.035 0.012
C -2.307 3.760 2.677 0.003 0.001 0.004
C -2.307 2.553 2.012 0.087 0.018 -0.051
N -1.313 2.210 1.189 -0.129 0.082 0.023
H 5.840 0.854 4.267 -0.005 -0.007 -0.007
H 7.116 1.349 3.149 -0.001 0.003 -0.003
H 6.317 -0.203 2.936 -0.012 0.013 -0.001
H 3.675 1.764 3.889 0.028 0.028 -0.060
H 1.980 2.740 2.414 -0.019 0.019 0.006
H 4.631 2.321 -0.925 -0.005 0.008 0.008
H 6.348 1.370 0.573 0.001 0.014 -0.004
H 0.606 4.958 1.403 0.032 0.007 -0.021
H -1.202 5.580 2.970 -0.008 0.001 -0.005
H -3.118 4.014 3.343 0.007 0.006 0.003
H -3.105 1.835 2.122 -0.016 0.017 0.022
C -3.137 -3.491 6.133 0.001 0.000 0.010
C -2.379 -4.064 4.943 -0.081 -0.065 -0.028
S -0.686 -3.530 4.989 0.034 0.030 0.066
O -0.672 -2.097 4.806 0.006 -0.006 0.009
O -0.044 -4.109 6.139 0.011 0.045 -0.002
C 0.013 -4.284 3.526 0.073 -0.091 -0.072
C 1.332 -3.650 3.090 0.026 0.043 -0.042
N 1.141 -2.306 2.528 -0.001 -0.024 -0.115
C 0.560 -2.069 1.330 -0.090 -0.072 0.003
N 0.334 -0.771 1.167 0.124 0.039 -0.040
C 0.796 -0.139 2.284 -0.046 0.059 -0.051
C 1.304 -1.072 3.119 -0.099 -0.036 0.294
N 1.921 -0.808 4.388 0.462 0.152 -0.400
O 1.937 0.360 4.731 -0.265 -0.125 0.173
O 2.473 -1.717 4.971 -0.138 -0.052 0.129
C 0.269 -3.121 0.324 0.050 0.032 -0.031
H -4.179 -3.803 6.079 0.003 0.000 0.006
H -3.102 -2.403 6.125 0.006 -0.001 -0.007
H -2.715 -3.849 7.071 0.012 0.005 -0.004
H -2.789 -3.717 3.994 0.007 0.009 0.008
H -2.363 -5.155 4.957 -0.004 0.004 -0.011
H -0.743 -4.233 2.742 0.002 0.052 0.002
H 0.187 -5.330 3.777 -0.014 0.001 -0.003
H 1.802 -4.260 2.321 -0.006 -0.069 -0.096
H 2.027 -3.575 3.917 -0.016 0.010 0.046
H 0.734 0.922 2.428 -0.004 -0.016 -0.015
H 1.189 -3.633 0.033 -0.056 -0.028 0.031
H -0.194 -2.655 -0.544 0.000 0.024 -0.019
H -0.422 -3.873 0.699 -0.002 0.014 0.011
C -0.482 -1.483 -6.514 0.009 0.006 0.017
C -0.646 -2.058 -5.263 -0.031 0.054 -0.019
C -1.067 -1.275 -4.193 -0.093 -0.091 0.041
C -1.329 0.088 -4.350 0.027 -0.021 -0.114
C -1.182 0.642 -5.624 0.044 -0.007 0.002
C -0.758 -0.134 -6.693 0.026 -0.010 -0.030
Ge -2.044 1.147 -2.860 -0.040 -0.218 -0.062
C -1.306 2.932 -2.760 0.036 0.083 0.034
C -0.244 3.343 -3.568 0.044 0.033 0.045
C 0.251 4.635 -3.476 -0.012 -0.006 -0.018
C -0.291 5.525 -2.561 -0.040 0.005 -0.025
C -1.327 5.120 -1.730 -0.001 0.015 -0.027
C -1.827 3.832 -1.824 -0.016 0.030 0.038
C -3.963 1.171 -3.142 -0.097 -0.077 0.086
C -4.582 0.006 -3.599 -0.023 -0.014 0.006
C -5.949 -0.030 -3.827 -0.002 0.025 0.002
C -6.720 1.102 -3.600 0.013 -0.005 0.004
C -6.117 2.266 -3.146 -0.014 -0.009 0.001
C -4.749 2.298 -2.913 0.010 0.071 -0.006
H -0.150 -2.085 -7.350 -0.009 0.000 -0.003
H -0.460 -3.116 -5.122 -0.006 -0.002 0.008
H -1.225 -1.744 -3.224 0.049 0.046 0.001
H -1.411 1.689 -5.790 0.006 -0.004 0.007
H -0.649 0.313 -7.674 0.002 0.008 0.006
H 0.213 2.652 -4.266 -0.019 0.004 -0.025
H 1.078 4.940 -4.104 0.002 0.001 0.004
H 0.108 6.527 -2.480 0.014 -0.010 0.013
H -1.735 5.804 -0.996 -0.003 0.003 -0.003
H -2.617 3.519 -1.148 0.019 -0.006 -0.020
H -3.996 -0.887 -3.783 0.019 0.011 0.010
H -6.412 -0.942 -4.183 -0.006 0.003 0.001
H -7.788 1.078 -3.777 0.001 -0.003 -0.003
H -6.712 3.155 -2.975 -0.001 -0.003 0.005
H -4.298 3.221 -2.569 -0.015 -0.037 -0.025
F -3.034 -1.160 -1.001 0.026 -0.016 -0.072
C -2.699 -0.316 0.047 -0.098 -0.016 0.203
F -3.656 0.677 0.056 -0.043 -0.067 -0.057
C -3.009 -1.154 1.295 0.034 0.047 -0.011
F -2.297 -2.302 1.299 -0.068 0.043 -0.013
F -4.302 -1.500 1.379 0.057 0.005 0.050
F -2.694 -0.487 2.415 -0.017 -0.017 -0.014
N 1.173 0.036 -2.235 0.613 0.029 -0.637
C 2.026 -0.939 -1.873 -0.224 -0.089 -0.044
C 2.776 -0.822 -0.667 0.044 0.062 0.007
C 3.526 -1.872 -0.242 0.137 -0.107 0.015
C 3.582 -3.064 -1.005 -0.054 0.417 -0.144
C 2.907 -3.148 -2.248 -0.021 -0.172 0.076
C 2.126 -2.121 -2.665 -0.027 -0.023 -0.064
S 4.284 -4.520 -0.306 -0.002 -0.148 0.099
O 5.313 -4.081 0.601 -0.010 -0.015 0.019
O 4.680 -5.351 -1.413 0.027 0.002 0.021
O 3.029 -4.933 0.344 0.000 -0.044 0.130
H 0.724 -0.096 -3.138 -0.094 0.002 0.102
H 1.479 1.015 -2.065 -0.057 0.068 0.305
H 2.689 0.084 -0.085 0.053 0.090 0.022
H 4.081 -1.834 0.687 0.001 0.003 -0.002
H 3.015 -4.063 -2.816 -0.010 0.019 -0.023
H 1.580 -2.162 -3.601 0.021 -0.010 0.026
```
Positions in Å, forces in eV/Å.

Computed properties:
* orbital gap (alpha / beta): 5.836 / 5.110 eV
* 2S+1: 6

Löwdin population analysis, charges in e, atoms 1 to 99: 1.1946 -0.0368 -0.2572 -0.0262 -0.0587 -0.2842 -0.0618 -0.0292 0.6088 -0.2698 -0.3346 -0.2012 -0.4362 -0.0161 -0.0490 -0.0541 -0.1111 0.0115 0.0800 0.0844 0.0869 0.1041 0.1037 0.1176 0.1212 0.1045 0.1136 0.1051 0.1021 -0.1082 -0.3013 0.6477 -0.2911 -0.2940 -0.1924 -0.0941 0.0818 -0.3216 -0.0054 -0.0310 -0.1477 -0.3192 0.0840 0.1018 0.0257 0.0800 0.0793 0.0805 0.0971 0.1088 0.0884 0.1212 0.1154 0.1219 0.1015 0.0660 0.0799 0.0857 -0.0788 -0.0947 -0.1627 -0.3373 -0.1002 -0.0728 1.0388 -0.3293 -0.1200 -0.0783 -0.0777 -0.0768 -0.1419 -0.3046 -0.1121 -0.0808 -0.0870 -0.0833 -0.1007 0.1053 0.1077 0.0968 0.1046 0.1062 0.0935 0.1116 0.1102 0.1090 0.0957 0.0957 0.1029 0.1014 0.1024 0.0850 -0.0282 -0.4915 -0.0048 -0.5945 0.1180 0.1535 0.1347